[1]
7
Properties=species:S:1:pos:R:3:forces:R:3 method="wB97M-V/def2-TZVPD" charge=0 orbital_gap_ev="6.739 / 8.222" e_homo_ev="-6.3 / -12.2" e_lumo_ev="0.44 / -4.01" spin_multiplicity=3 s2=2.006
C -0.8836 -0.0237 0.0001 0.14 0.33 -0.09
N 0.0507 -1.2548 -0.0018 -5.06 -1.00 0.17
O 2.5811 0.1331 0.0059 1.61 -0.08 0.20
O 0.0746 1.1827 -0.0026 -0.74 -3.28 0.14
P 1.1553 -0.0930 -0.0027 4.12 4.57 -0.49
H -1.4915 0.0306 -0.8973 -0.01 -0.29 -0.10
H -1.4866 0.0251 0.8984 -0.05 -0.26 0.16

=====

[2]
7
Properties=species:S:1:pos:R:3:forces:R:3 method="wB97M-V/def2-TZVPD" charge=-1 smiles="NOC([O-])=S" orbital_gap_ev=7.394 e_homo_ev=-3.4 e_lumo_ev=4.03
C -0.0344 -0.6627 0.9288 -1.23 1.06 -2.35
N -0.0334 0.5606 -1.1851 -1.09 0.23 -0.62
O 1.1062 -0.8162 0.6469 3.39 -0.45 -0.02
O -0.7449 0.1957 0.0291 -0.61 1.20 -0.57
S -1.0456 -1.3647 2.0037 -1.33 -0.77 1.85
H 0.9348 0.5277 -0.9963 1.43 -0.55 0.72
H -0.1826 1.5597 -1.4272 -0.57 -0.73 0.98

=====

[3]
7
Properties=species:S:1:pos:R:3:forces:R:3 method="wB97M-V/def2-TZVPD" charge=-1 orbital_gap_ev=7.186 e_homo_ev=-3.3 e_lumo_ev=3.94
C 1.9180 -0.1686 -0.2213 -2.12 0.23 2.32
N 1.1492 0.1438 0.6263 0.74 -0.01 -0.80
O 2.6929 -0.6073 -0.9990 1.18 -0.20 -1.22
O -1.8923 -0.1623 -0.7170 0.37 0.37 0.03
S -0.1461 0.5833 1.6749 0.64 0.13 0.04
H -1.0720 0.1768 -0.2278 -1.74 -0.49 -0.21
H -2.6497 0.0344 -0.1361 0.93 -0.03 -0.16

=====

[4]
8
Properties=species:S:1:pos:R:3:forces:R:3 method="wB97M-V/def2-TZVPD" charge=-2 orbital_gap_ev=6.834 e_homo_ev=0.7 e_lumo_ev=7.50
C 0.6580 -0.3128 -0.1135 -2.05 -0.67 -4.61
N 1.6282 -0.0609 0.5414 4.38 1.19 2.64
O -2.1333 -0.7063 -0.6790 0.69 1.03 -0.24
O -1.4058 -0.1048 1.6328 0.10 0.30 1.08
O -1.1343 1.7354 -0.1959 -0.27 -1.81 0.11
P -1.2900 0.2385 0.1795 -0.02 0.02 -0.75
H 1.0142 -0.7767 -1.6557 -0.55 0.53 1.97
H 2.6629 -0.0124 0.2904 -2.27 -0.59 -0.19

=====

[5]
8
Properties=species:S:1:pos:R:3:forces:R:3 method="wB97M-V/def2-TZVPD" charge=-1 orbital_gap_ev="3.990 / 6.230" e_homo_ev="-0.2 / -4.9" e_lumo_ev="3.75 / 1.36" spin_multiplicity=3 s2=2.008
C 0.2644 -0.0865 -0.3769 0.14 0.51 1.52
N -0.5962 -0.4804 0.7273 -1.10 -2.25 -0.47
O -1.1078 0.1094 -0.5833 -1.87 1.83 -0.16
O 1.1584 0.7541 -0.1105 1.17 1.97 -0.85
O 0.5895 -1.0538 -1.2044 -0.58 -3.78 -3.34
S -0.4896 0.7597 1.9528 -0.57 1.57 2.67
H -0.3165 -1.3782 -1.5757 2.53 0.66 1.07
H 0.4978 1.3759 1.1708 0.28 -0.50 -0.45

=====

[6]
8
Properties=species:S:1:pos:R:3:forces:R:3 method="wB97M-V/def2-TZVPD" charge=-1 smiles="O=C([O-])NOO" orbital_gap_ev=8.882 e_homo_ev=-4.5 e_lumo_ev=4.36
C 1.4619 0.1632 -0.0502 -1.16 -1.10 0.41
N -0.0046 -0.7025 -0.2117 0.10 -3.28 1.54
O 2.3132 -0.5791 0.4304 -0.65 0.71 -0.52
O 1.2869 1.2977 -0.4390 0.37 -0.09 0.04
O -2.0180 0.4851 0.3637 -2.32 -4.73 0.84
O -1.1023 -0.2583 -0.6935 0.23 0.79 -0.99
H -0.2168 -1.7291 0.2421 1.31 3.07 -0.97
H -1.7204 1.3230 0.3581 2.13 4.63 -0.35

=====

[7]
9
Properties=species:S:1:pos:R:3:forces:R:3 method="wB97M-V/def2-TZVPD" charge=-2 orbital_gap_ev=6.654 e_homo_ev=0.2 e_lumo_ev=6.84
C 0.2764 0.6205 -0.2851 0.81 -0.88 0.18
N -0.6026 -0.0814 0.3724 -4.74 2.47 0.27
O -1.5570 -2.3747 -0.8551 1.03 0.71 1.37
O 0.8240 -2.2564 0.2616 -1.31 0.28 -0.07
O 0.2521 1.8380 -0.5180 0.33 0.55 -0.50
O -1.3173 -2.3178 1.7393 0.30 0.42 -0.88
P -0.6945 -2.0106 0.3791 -0.04 -0.88 -0.30
H 1.1073 -0.1032 -0.5428 -0.20 0.88 -0.05
H -1.7314 0.8637 0.4373 3.82 -3.55 -0.01

=====

[8]
9
Properties=species:S:1:pos:R:3:forces:R:3 method="wB97M-V/def2-TZVPD" charge=-2 orbital_gap_ev=6.407 e_homo_ev=0.5 e_lumo_ev=6.92
C -1.6187 0.0497 -0.3071 -0.35 -0.85 -2.33
N -0.5476 -0.5733 -0.6886 0.49 1.86 2.21
O 1.7570 -1.4940 0.4983 -1.24 1.05 -0.05
O 1.8268 0.3546 -1.2481 0.49 1.15 -1.06
O -2.2527 0.6780 0.5365 0.98 -0.47 -0.36
O 1.2380 0.8818 1.1128 0.28 2.65 -3.25
P 1.1269 -0.2159 -0.0878 -0.15 -3.49 -0.63
H 1.0194 0.4504 1.8649 -1.07 -2.09 3.85
H -2.5492 -0.1313 -1.6809 0.57 0.18 1.61

=====

[9]
6
Properties=species:S:1:pos:R:3:forces:R:3 method="wB97M-V/def2-TZVPD" charge=0 smiles=N#COP orbital_gap_ev=8.604 e_homo_ev=-9.9 e_lumo_ev=-1.32
C -2.9876 0.2066 -0.0612 8.84 4.78 -0.87
N -3.9333 -0.3672 0.1121 -3.41 -1.87 0.46
O -1.4336 0.9127 -0.1781 -6.99 -0.88 -0.73
P -0.5812 -0.3314 0.4448 1.72 -0.47 3.22
H -1.0434 -1.2973 -0.3283 -0.64 -1.93 -1.49
H 0.5925 -0.2166 -0.2836 0.48 0.37 -0.59

=====

[10]
7
Properties=species:S:1:pos:R:3:forces:R:3 method="wB97M-V/def2-TZVPD" charge=0 smiles="C#P=P[PH]#N" orbital_gap_ev="6.255 / 6.256" e_homo_ev="-8.8 / -8.8" e_lumo_ev="-2.57 / -2.57"
C 1.0636 -1.5666 -0.9004 -1.73 3.98 -1.70
N -0.6510 -0.3868 1.9174 0.15 0.98 -1.17
P 0.7199 -0.2500 -1.7933 0.82 -2.54 1.41
P -0.5270 1.4135 -1.0180 0.41 -0.34 -0.99
P -0.7649 0.7455 0.9054 -0.87 0.39 1.61
H 1.5881 -2.1117 -0.1767 0.68 -1.02 0.52
H -1.4287 2.1560 1.0656 0.54 -1.46 0.33

=====

[11]
7
Properties=species:S:1:pos:R:3:forces:R:3 method="wB97M-V/def2-TZVPD" charge=0 smiles="C#P=P[PH]#N" orbital_gap_ev=6.594 e_homo_ev=-8.8 e_lumo_ev=-2.16
C 1.0734 -1.5510 0.2701 0.51 -1.45 0.60
N -1.1206 -0.2468 -1.4300 0.34 -1.12 -0.18
P 1.2584 -0.2575 1.1609 -0.38 -0.16 -0.22
P 0.1273 1.6059 1.2186 0.49 -0.98 -0.35
P -0.9376 0.9116 -0.5132 -1.20 2.77 -0.25
H 1.2798 -2.6934 0.1652 -0.70 2.59 -0.20
H -1.6808 2.2311 -0.8716 0.93 -1.65 0.61

=====

[12]
7
Properties=species:S:1:pos:R:3:forces:R:3 method="wB97M-V/def2-TZVPD" charge=0 orbital_gap_ev="6.893 / 7.622" e_homo_ev="-8.1 / -9.0" e_lumo_ev="-1.23 / -1.39"
C -0.0394 -1.1686 -0.0393 -0.51 1.67 0.77
N 0.1011 -2.2036 -0.6452 -0.20 -1.13 -0.95
P -1.9933 -1.9113 -2.7653 0.47 0.41 0.75
P -2.2346 -0.0662 -2.1007 -0.32 -0.26 -0.68
P -1.2716 0.2467 -0.1774 -0.21 -0.54 0.13
H 0.5227 -0.8731 0.8592 0.49 -0.39 0.06
H -0.3477 1.1861 -0.6454 0.27 0.25 -0.08

=====

Values for energy relative to the best compared isomer or geometry (same formula, charge and spin), kcal per mole, ordered as above
48.84; 29.19; 2.98; 61.47; 117.28; 38.54; 49.36; 56.52; 83.85; 128.89; 121.63; 53.86